(1)
Entry from OMol25: an isolated ion of composition C5H7N2 and charge +1 in a non-equilibrium geometry (the ωB97M-V functional and the def2-TZVPD basis).

Last column: Mulliken charge in e.
Atoms and positions in Å:
C 0.9188 -0.8663 -0.2304  -0.58
C 1.2464 0.2805 -0.6217  0.27
C 1.4636 2.4948 -1.0325  -0.14
C -0.2630 -0.9499 0.4841  1.00
C -1.5500 -0.9987 -0.2840  -1.32
N 1.0712 1.4884 -0.4301  -0.18
N -0.3172 -1.2471 1.8039  -0.36
H 1.2819 3.4667 -0.6071  0.26
H 1.9924 2.5878 -1.9456  0.27
H -2.3129 -0.5975 0.1767  0.50
H -1.6195 -1.9979 -0.5060  0.39
H -1.3821 -0.5540 -1.2576  0.38
H 0.5915 -1.4579 2.1837  0.27
H -1.1212 -1.6491 2.2665  0.26

Forces on atoms 1 to 6 (eV/Å):
C 0.6481 0.6658 -1.0539
C -1.6496 -4.6397 1.8831
C 0.2142 3.3283 -0.0651
C -1.2817 -2.2368 1.9241
C 5.0219 0.5007 -2.2368
N 0.9026 2.7411 -0.3796

Calculated values
* relative energy (zero: lowest compared OMol25 entry of this formula, charge and spin): 511.5 kJ/mol
* energy: -303.824122 Eh
* charge: +1
* LUMO energy: -5.030 eV
* HOMO level: -14.32 eV
* structure (SMILES): C=NC#CC(C)=[NH2+]

(2)
Entry from OMol25: a 2-piece molecular cluster, C5H7N2 overall in a non-equilibrium geometry (the ωB97M-V functional and the def2-TZVPD basis).

Last column: Mulliken charge in e.
Atoms and positions in Å:
C 0.6863 0.5528 -0.1444  0.41
C -3.5003 -1.1470 0.0685  -0.01
C -1.3773 1.8738 0.2939  -0.13
C 1.9352 0.1047 -0.4465  -0.24
C 2.5835 -1.1247 0.0704  -0.95
N -2.6321 -0.4451 -0.1355  -0.35
N -0.3014 1.2330 0.1060  -0.02
H -4.3857 -1.7668 0.1966  0.33
H -2.0961 1.3860 0.9170  0.32
H -1.6218 2.7030 -0.3929  0.31
H 2.4139 0.5026 -1.4138  0.33
H 3.3849 -0.6285 0.5933  0.33
H 2.9474 -1.7548 -0.6536  0.36
H 1.9634 -1.4889 0.9409  0.30

Forces on atoms 1 to 6 (eV/Å):
C 1.7468 0.7810 -0.5803
C -1.6896 -1.0034 0.0593
C 0.6491 -0.5301 -1.2410
C -2.5083 0.2381 -2.1151
C -1.9484 2.5473 3.8701
N 0.7267 0.2161 -0.1864

Calculated values
* relative energy (zero: lowest compared OMol25 entry of this formula, charge and spin): 470.3 kJ/mol
* energy: -303.839819 Eh
* charge: +1
* LUMO energy (alpha / beta): -5.369 / -5.370 eV
* HOMO level (alpha / beta): -14.32 / -14.32 eV

(3)
Entry from OMol25: an isolated ion of composition C5H7N2 and charge +1 in a non-equilibrium geometry (the ωB97M-V functional and the def2-TZVPD basis).

Last column: Mulliken charge in e.
Atoms and positions in Å:
C -0.1830 1.2170 -0.5601  0.07
C -1.0358 -1.0683 0.0704  -0.11
C -2.1754 0.1041 0.1330  -0.26
C 0.8637 0.1747 -0.6867  0.41
C 2.1157 0.2778 0.2451  -1.14
N 0.0708 -0.9117 -0.3789  -0.06
N -1.3042 1.1324 -0.1722  -0.32
H -1.4478 -1.8979 0.6102  0.39
H -3.0069 0.0347 -0.4751  0.33
H -2.4940 0.0605 1.2405  0.29
H 1.2299 0.0885 -1.6761  0.32
H 2.1447 1.1008 1.0179  0.34
H 3.1931 0.2519 -0.1409  0.32
H 2.0289 -0.5644 0.7731  0.41

Forces on atoms 1 to 6 (eV/Å):
C 2.3402 2.5073 -0.4274
C -2.9961 -1.2532 0.5426
C 3.3287 -1.1609 2.8194
C 1.4855 1.2101 -0.3113
C 1.5629 3.1558 -0.2577
N 0.2147 -2.7368 0.7325

Calculated values
* relative energy (zero: lowest compared OMol25 entry of this formula, charge and spin): 389.3 kJ/mol
* energy: -303.711219 Eh
* charge: +1
* 2S+1: 3
* LUMO energy (alpha / beta): -4.673 / -8.959 eV
* <S²>: 2.014
* HOMO level (alpha / beta): -12.21 / -16.03 eV

(4)
Entry from OMol25: an isolated ion of composition C5H7N2 and charge +1 in a non-equilibrium geometry (the ωB97M-V functional and the def2-TZVPD basis).

Last column: Mulliken charge in e.
Atoms and positions in Å:
C 0.0631 0.7581 -1.2729  0.21
C 0.4510 0.5648 1.4751  -0.13
C 2.0142 1.3014 -0.0148  -0.42
C -1.0131 0.3023 -0.3806  0.05
C -1.1898 -1.3177 -0.6140  -1.06
N -0.5896 0.4127 0.9020  -0.17
N 1.1481 1.0940 -0.9395  -0.14
H 0.8171 0.7102 2.3942  0.49
H 2.0442 2.3130 0.1666  0.41
H 2.8334 0.5056 0.1589  0.36
H -1.9801 0.9008 -0.4176  0.32
H -1.9097 -1.7045 0.1178  0.35
H -0.2474 -1.7158 -0.2376  0.35
H -1.3998 -1.6022 -1.5736  0.38

Forces on atoms 1 to 6 (eV/Å):
C -3.8491 -0.6033 -1.5844
C -0.6964 -0.0278 -3.1205
C 0.6452 -3.4933 0.8678
C -2.4621 -2.0501 -2.1411
C 0.5889 2.0634 3.4816
N 1.0482 0.3441 3.8415

Calculated values
* relative energy (zero: lowest compared OMol25 entry of this formula, charge and spin): 421.1 kJ/mol
* energy: -303.699099 Eh
* charge: +1
* 2S+1: 3
* LUMO energy (alpha / beta): -4.527 / -7.709 eV
* <S²>: 2.009
* HOMO level (alpha / beta): -11.55 / -16.35 eV

(5)
Entry from OMol25: an isolated ion of composition C5H7N2O and charge +1 in a non-equilibrium geometry (the ωB97M-V functional and the def2-TZVPD basis).

Last column: Mulliken charge in e.
Atoms and positions in Å:
C -0.2158 1.0397 0.1278  -0.62
C -1.4928 0.6325 0.1515  -0.30
C -1.3011 -1.7261 0.0361  -0.37
C 1.0483 0.3208 0.0848  1.03
C 1.1801 -0.9965 -0.1452  -0.06
N -2.0112 -0.6645 0.1036  -0.05
N 2.1632 1.1051 0.1134  -0.44
O 1.8608 -2.0136 0.2006  -0.32
H -0.0745 2.1098 0.1972  0.29
H -2.2573 1.3930 0.2046  0.34
H -1.7879 -2.6888 -0.0246  0.30
H -3.0379 -0.6856 0.1411  0.31
H 2.1030 2.0626 -0.2006  0.22
H 3.0823 0.6913 0.0987  0.23
H 1.9098 -2.7260 -0.4661  0.44

Forces on atoms 1 to 6 (eV/Å):
C -0.6253 -0.3294 0.1443
C 0.6575 0.8944 -0.0133
C 2.9735 0.5137 0.0059
C 0.3287 -0.0845 -0.1390
C -2.3031 -1.2445 -0.3266
N -0.9780 -0.2019 0.0369

Calculated values
* relative energy (zero: lowest compared OMol25 entry of this formula, charge and spin): 379.1 kJ/mol
* energy: -379.058295 Eh
* charge: +1
* LUMO energy: -4.434 eV
* HOMO level: -12.79 eV

(6)
Entry from OMol25: an isolated ion of composition C5H7N2O and charge +1 in a non-equilibrium geometry (the ωB97M-V functional and the def2-TZVPD basis).

Last column: Mulliken charge in e.
Atoms and positions in Å:
C 2.3368 -1.2905 -0.5217  -0.40
C 3.2164 -0.5479 0.0256  -0.01
C 1.7626 1.2219 0.2045  0.03
C 0.8098 0.5014 -0.3573  -0.46
C -1.4025 0.0952 0.4356  0.08
N -2.7135 -0.0122 0.1890  -0.36
N -0.5731 0.5651 -0.5395  -0.12
O 3.0140 0.7807 0.3940  -0.26
H 2.0195 -2.4006 -0.6101  0.30
H 4.1254 -0.8500 0.4300  0.42
H 1.6796 2.3224 0.5439  0.34
H -0.9117 -0.3069 1.2228  0.48
H -3.4036 -0.0082 0.9920  0.32
H -3.0721 0.5611 -0.5602  0.28
H -0.8164 0.9201 -1.5247  0.35

Forces on atoms 1 to 6 (eV/Å):
C -4.7968 -0.6861 -0.4366
C 0.1004 1.5904 1.0869
C -0.7624 2.5307 0.3143
C 2.7900 -3.2643 0.2583
C -1.0784 1.7074 -5.8886
N -0.4729 0.9454 2.1889

Calculated values
* relative energy (zero: lowest compared OMol25 entry of this formula, charge and spin): 430.0 kJ/mol
* energy: -379.038923 Eh
* charge: +1
* LUMO energy: -4.803 eV
* HOMO level: -13.02 eV

(7)
Entry from OMol25: a 2-piece molecular cluster, C5H7N2O4 overall in a non-equilibrium geometry (the ωB97M-V functional and the def2-TZVPD basis).

Last column: Mulliken charge in e.
Atoms and positions in Å:
C 4.9334 1.0630 -0.8776  -0.09
C 0.4753 -1.3526 0.7760  -0.20
C -2.2628 -0.0251 -0.1085  0.79
C 3.0470 -0.3041 -0.3214  0.62
C -3.5066 0.8594 -0.9689  -0.72
N 3.8732 0.3577 -1.1189  -0.32
N 0.6448 -0.4733 -0.0857  0.19
O -2.6351 -0.7126 0.7612  -0.39
O 3.3031 -1.3119 0.3070  -0.46
O -1.2514 0.3258 -0.7497  -0.40
O 1.7071 0.0738 -0.6437  -0.10
H 5.6461 1.1366 -1.6862  0.27
H 5.2244 1.6949 0.0163  0.25
H 1.1817 -1.8439 1.3830  0.37
H -0.5402 -1.6785 0.9085  0.26
H -3.9304 1.3171 -0.0410  0.30
H -3.0160 1.6942 -1.4867  0.29
H -4.2369 0.3003 -1.5444  0.32

Forces on atoms 1 to 6 (eV/Å):
C -1.3285 -0.1929 -0.0063
C -1.3742 -0.4093 0.0370
C 0.4551 0.2159 -1.6242
C 0.6500 -3.2479 1.0610
C -0.0192 2.5052 1.0342
N 2.7019 1.8343 0.2399

Calculated values
* relative energy (zero: lowest compared OMol25 entry of this formula, charge and spin): 465.9 kJ/mol
* energy: -604.666323 Eh
* charge: +1
* LUMO energy (alpha / beta): -7.276 / -7.604 eV
* HOMO level (alpha / beta): -14.47 / -14.37 eV

(8)
Entry from OMol25: C5H7N2P in the gas phase in a non-equilibrium geometry (the ωB97M-V functional and the def2-TZVPD basis).

Last column: Mulliken charge in e.
Atoms and positions in Å:
C -1.0529 -0.9126 -0.5622  -0.32
C -2.0408 -0.0102 -0.6283  -0.51
C -0.2293 -0.4445 0.5034  0.29
C 2.2831 1.0223 -0.7466  -0.44
C 1.0497 -1.0524 0.8978  -0.69
N -0.8201 0.6569 1.0826  -0.75
N -1.9561 0.7879 0.4564  0.20
P 2.6436 -0.4100 0.0245  -0.03
H -0.8857 -1.7581 -1.3112  0.27
H -2.7981 0.0712 -1.3330  0.49
H 3.0453 1.6139 -1.1837  0.31
H 1.2521 1.4907 -0.7626  0.21
H 1.2164 -0.5485 1.9859  0.27
H 0.9561 -2.1173 0.9715  0.41
H -2.6633 1.6106 0.6054  0.28

Forces on atoms 1 to 6 (eV/Å):
C 1.8458 -1.2651 -1.1309
C -0.9948 -0.1781 0.8245
C -1.6345 0.8436 -0.4152
C -2.3482 -0.5277 1.0611
C 0.8443 3.4828 2.5725
N 2.1874 -2.1465 0.8336

Calculated values
* relative energy (zero: lowest compared OMol25 entry of this formula, charge and spin): 165.9 kJ/mol
* energy: -645.501899 Eh
* LUMO energy: 0.630 eV
* HOMO level: -8.69 eV
* structure (SMILES): C=PCc1cc[nH]n1

(9)
Entry from OMol25: C5H7N2P in the gas phase (the ωB97M-V functional and the def2-TZVPD basis).

Last column: Mulliken charge in e.
Atoms and positions in Å:
C 1.9404 1.6751 0.2442  -0.15
C 0.7767 1.8562 0.9790  -0.19
C 0.8816 0.1750 -1.0702  -0.18
C -0.2901 0.3469 -0.3317  0.50
C -1.3501 -2.1816 -0.0404  -0.94
N 1.9874 0.8327 -0.7790  -0.56
N -0.3324 1.1953 0.6882  -0.52
P -1.8439 -0.5298 -0.7324  -0.08
H 2.8531 2.2091 0.4684  0.37
H 0.7231 2.5392 1.8163  0.39
H 0.9217 -0.5070 -1.9103  0.38
H -0.6141 -2.6402 -0.6987  0.27
H -2.2317 -2.8178 -0.0095  0.33
H -0.9333 -2.0815 0.9598  0.31
H -2.4885 -0.0719 0.4164  0.05

Forces on atoms 1 to 6 (eV/Å):
C -0.0823 0.0564 0.1204
C 0.2709 0.0721 -0.0773
C -0.2736 -0.0026 0.1068
C -0.1468 0.0228 -0.1722
C -0.1086 0.1729 -0.1101
N 0.3935 -0.0185 -0.1529

Calculated values
* relative energy (zero: lowest compared OMol25 entry of this formula, charge and spin): 0.0 kJ/mol
* energy: -645.565073 Eh
* LUMO energy: 0.498 eV
* HOMO level: -9.01 eV
* structure (SMILES): CPc1cnccn1

(10)
Entry from OMol25: a 2-piece molecular cluster, C5H7N2P overall in a non-equilibrium geometry (the ωB97M-V functional and the def2-TZVPD basis).

Last column: Mulliken charge in e.
Atoms and positions in Å:
C -2.6317 -1.0657 -0.2429  -0.08
C -1.3465 -1.5171 -0.5111  -0.27
C -1.8201 0.7231 0.9295  -0.41
C -0.5448 0.2823 0.6100  0.39
C 2.9139 0.3393 -0.2567  -0.83
N -2.8422 0.0314 0.4636  -0.50
N -0.3299 -0.7843 -0.0809  -0.32
P 2.2365 1.6489 0.8531  0.01
H -3.5119 -1.5791 -0.6048  0.36
H -1.1287 -2.4225 -1.0614  0.39
H -2.0354 1.5984 1.5215  0.38
H 2.1772 0.0762 -1.0129  0.25
H 3.1500 -0.5449 0.3323  0.27
H 3.8212 0.6982 -0.7404  0.34
H 1.8923 2.5158 -0.1989  0.02

Forces on atoms 1 to 6 (eV/Å):
C 0.1561 -0.2459 -0.1662
C -0.4404 0.0137 -0.1399
C 0.1222 0.0983 -0.0116
C -0.3140 -0.9142 -0.4461
C -0.0695 0.0993 0.2393
N -0.7116 0.1924 0.1558

Calculated values
* relative energy (zero: lowest compared OMol25 entry of this formula, charge and spin): 0.0 kJ/mol
* energy: -645.428380 Eh
* 2S+1: 3
* LUMO energy (alpha / beta): 0.351 / -1.421 eV
* <S²>: 2.010
* HOMO level (alpha / beta): -7.31 / -9.57 eV

(11)
Entry from OMol25: C5H7N3 in the gas phase in a non-equilibrium geometry (the ωB97M-V functional and the def2-TZVPD basis).

Last column: Mulliken charge in e.
Atoms and positions in Å:
C -1.7792 0.6698 0.3994  -0.80
C -1.0083 -0.6951 0.1566  0.54
C 1.4306 0.0345 -0.1202  0.75
C 1.3580 1.4502 -0.3660  -1.00
C 2.6813 -0.6831 0.1693  0.13
H -2.8225 0.2759 0.2970  0.34
H -1.2955 1.0211 -0.5823  0.18
H -1.6776 1.4472 1.4047  0.22
H -2.3865 -1.9376 -0.0103  0.22
H 0.4173 -1.7370 -0.0012  0.31
H 0.2843 1.8127 -0.7973  0.09
H 2.1812 2.0573 -0.4562  0.40
N -1.4716 -1.8391 -0.4741  -0.73
N 0.2866 -0.7808 0.1851  -0.23
N 3.8017 -1.0962 0.1955  -0.41

Forces on atoms 1 to 6 (eV/Å):
C 0.6788 -1.0221 0.5229
C -3.7282 -1.4015 -1.9427
C -1.2291 3.6558 1.2001
C -4.2819 -5.2231 -0.9575
C 4.1125 -0.3655 -0.7115
H 0.6805 1.2636 -0.1576

Calculated values
* relative energy (zero: lowest compared OMol25 entry of this formula, charge and spin): 495.8 kJ/mol
* energy: -358.829535 Eh
* LUMO energy: -0.475 eV
* HOMO level: -9.11 eV
* structure (SMILES): [H]/N=C(\C)NC(=C)C#N

(12)
Entry from OMol25: C5H7N3 in the gas phase in a non-equilibrium geometry (the ωB97M-V functional and the def2-TZVPD basis).

Last column: Mulliken charge in e.
Atoms and positions in Å:
C -1.7715 0.8586 -0.1381  -0.66
C -0.3651 0.9253 -1.1137  -0.12
C 0.5705 -1.4615 -0.6846  -0.11
C 0.7834 -0.6155 1.5971  0.13
C -0.2098 1.4999 0.1642  -0.02
H -2.8351 1.5173 -0.2895  0.21
H -2.0040 -0.2671 0.4272  0.20
H -0.3679 1.5698 -2.0511  0.32
H 0.1384 -0.5436 -2.7184  0.32
H 0.7353 -2.2609 -1.2816  0.43
H 1.0375 -0.7579 2.7798  0.28
H 0.0584 2.6181 0.5303  0.29
N 0.0599 -0.3983 -1.5410  -0.22
N 0.8979 -1.6044 0.6182  -0.55
N 0.3554 0.7003 1.4448  -0.49

Forces on atoms 1 to 6 (eV/Å):
C 0.4384 0.3204 0.2064
C -2.9341 -1.3884 -2.9589
C -0.4006 4.1987 2.4696
C -1.6886 5.2700 -0.2530
C -0.2948 -0.9151 6.2761
H 3.6010 -1.6521 0.2427

Calculated values
* relative energy (zero: lowest compared OMol25 entry of this formula, charge and spin): 700.9 kJ/mol
* energy: -358.751408 Eh
* LUMO energy: 0.279 eV
* HOMO level: -8.64 eV
* structure (SMILES): C1=NC=N[C@@H]2C[C@@H]2N1

Which value of energy does entry 3 give?
-303.711219 Eh

relative energy (zero: lowest compared OMol25 entry of this formula, charge and spin) of number 1 (C5H7N2)?
511.5 kJ/mol

What did the eleventh record say?
Entry from OMol25: C5H7N3 in the gas phase in a non-equilibrium geometry (the ωB97M-V functional and the def2-TZVPD basis).

Last column: Mulliken charge in e.
Atoms and positions in Å:
C -1.7792 0.6698 0.3994  -0.80
C -1.0083 -0.6951 0.1566  0.54
C 1.4306 0.0345 -0.1202  0.75
C 1.3580 1.4502 -0.3660  -1.00
C 2.6813 -0.6831 0.1693  0.13
H -2.8225 0.2759 0.2970  0.34
H -1.2955 1.0211 -0.5823  0.18
H -1.6776 1.4472 1.4047  0.22
H -2.3865 -1.9376 -0.0103  0.22
H 0.4173 -1.7370 -0.0012  0.31
H 0.2843 1.8127 -0.7973  0.09
H 2.1812 2.0573 -0.4562  0.40
N -1.4716 -1.8391 -0.4741  -0.73
N 0.2866 -0.7808 0.1851  -0.23
N 3.8017 -1.0962 0.1955  -0.41

Forces on atoms 1 to 6 (eV/Å):
C 0.6788 -1.0221 0.5229
C -3.7282 -1.4015 -1.9427
C -1.2291 3.6558 1.2001
C -4.2819 -5.2231 -0.9575
C 4.1125 -0.3655 -0.7115
H 0.6805 1.2636 -0.1576

Calculated values
* relative energy (zero: lowest compared OMol25 entry of this formula, charge and spin): 495.8 kJ/mol
* energy: -358.829535 Eh
* LUMO energy: -0.475 eV
* HOMO level: -9.11 eV
* structure (SMILES): [H]/N=C(\C)NC(=C)C#N

Copy entry 4 word for word.
Entry from OMol25: an isolated ion of composition C5H7N2 and charge +1 in a non-equilibrium geometry (the ωB97M-V functional and the def2-TZVPD basis).

Last column: Mulliken charge in e.
Atoms and positions in Å:
C 0.0631 0.7581 -1.2729  0.21
C 0.4510 0.5648 1.4751  -0.13
C 2.0142 1.3014 -0.0148  -0.42
C -1.0131 0.3023 -0.3806  0.05
C -1.1898 -1.3177 -0.6140  -1.06
N -0.5896 0.4127 0.9020  -0.17
N 1.1481 1.0940 -0.9395  -0.14
H 0.8171 0.7102 2.3942  0.49
H 2.0442 2.3130 0.1666  0.41
H 2.8334 0.5056 0.1589  0.36
H -1.9801 0.9008 -0.4176  0.32
H -1.9097 -1.7045 0.1178  0.35
H -0.2474 -1.7158 -0.2376  0.35
H -1.3998 -1.6022 -1.5736  0.38

Forces on atoms 1 to 6 (eV/Å):
C -3.8491 -0.6033 -1.5844
C -0.6964 -0.0278 -3.1205
C 0.6452 -3.4933 0.8678
C -2.4621 -2.0501 -2.1411
C 0.5889 2.0634 3.4816
N 1.0482 0.3441 3.8415

Calculated values
* relative energy (zero: lowest compared OMol25 entry of this formula, charge and spin): 421.1 kJ/mol
* energy: -303.699099 Eh
* charge: +1
* 2S+1: 3
* LUMO energy (alpha / beta): -4.527 / -7.709 eV
* <S²>: 2.009
* HOMO level (alpha / beta): -11.55 / -16.35 eV